The following is a quantum chemistry calculation of C17H24N2O2 in the gas phase at a distorted geometry, from OMol25.

Geometry as XYZ:
```
45
Properties=species:S:1:pos:R:3:forces:R:3
C -3.844 -3.509 0.275 -0.063 0.127 0.233
C -4.658 -2.627 1.216 -0.136 -0.029 -0.156
C -5.721 -1.794 0.497 0.160 0.016 -0.028
C -5.176 -0.806 -0.536 0.001 0.065 0.260
H -4.639 -1.347 -1.317 -0.006 -0.005 -0.117
C -4.262 0.253 0.073 0.055 0.114 -0.352
C -3.860 1.301 -0.967 -0.249 -0.392 0.084
O -2.995 2.287 -0.439 0.199 0.219 0.105
C -1.686 2.003 -0.233 0.281 0.188 0.129
C -0.941 3.020 0.373 -0.341 -0.100 -0.107
C 0.402 2.858 0.617 0.171 -0.307 -0.086
C 1.054 1.672 0.266 -0.755 0.010 -0.173
C 0.307 0.661 -0.340 0.223 0.273 0.170
C -1.041 0.817 -0.586 -0.352 0.004 -0.105
H -1.578 0.011 -1.059 -0.091 -0.062 -0.030
H 0.803 -0.256 -0.616 0.039 -0.136 -0.050
C 2.465 1.517 0.527 0.935 -0.137 0.155
N 3.091 0.453 0.213 -0.750 0.029 -0.162
N 4.400 0.357 0.473 0.632 1.025 0.592
C 5.209 -0.715 0.194 0.047 -0.087 -0.026
O 6.385 -0.640 0.498 -0.010 -0.042 -0.021
C 4.640 -1.915 -0.459 0.132 -0.232 -0.071
C 3.249 -2.426 -0.174 -0.164 -0.136 0.102
C 3.558 -1.845 -1.508 -0.090 0.001 -0.217
H 3.656 -2.506 -2.356 0.078 -0.100 0.013
H 3.154 -0.874 -1.742 -0.026 0.017 0.031
H 3.130 -3.495 -0.083 0.093 -0.074 -0.049
H 2.635 -1.848 0.498 -0.015 0.038 -0.017
H 5.414 -2.659 -0.604 -0.087 0.082 0.016
H 4.880 1.144 0.923 -0.103 -0.330 -0.166
H 2.978 2.360 1.007 0.047 -0.076 -0.021
H 0.960 3.656 1.086 0.061 0.090 0.050
H -1.451 3.933 0.639 -0.058 0.104 0.031
H -4.742 1.858 -1.295 0.108 -0.111 -0.025
H -3.412 0.822 -1.848 -0.032 0.067 0.033
H -3.361 -0.212 0.476 0.017 0.008 0.079
H -4.772 0.757 0.895 0.029 0.018 0.065
H -6.024 -0.307 -1.012 -0.006 -0.017 -0.101
H -6.412 -2.473 -0.009 -0.084 -0.019 0.046
H -6.293 -1.240 1.245 -0.101 0.004 -0.016
H -3.988 -1.972 1.774 0.002 -0.003 0.106
H -5.166 -3.265 1.943 0.047 0.052 0.074
H -3.186 -4.160 0.846 0.093 -0.083 -0.030
H -4.501 -4.130 -0.329 -0.033 -0.094 -0.114
H -3.227 -2.910 -0.390 0.101 0.020 -0.135
```
Positions in Å, forces in eV/Å.

The spin multiplicity is 1. Its total energy is -25092.350 eV. Its relative energy (zero: lowest compared OMol25 entry of this formula, charge and spin) is 76.4 kcal/mol. The HOMO-LUMO gap is 8.5 eV. Its structure (SMILES) is CCCCCCOc1ccc(/C=N/NC(=O)C2CC2)cc1. The HOMO energy is -8.01 eV.



The following is a quantum chemistry calculation of C17H24N2O3 in the gas phase, from OMol25.

Geometry as XYZ:
```
46
Properties=species:S:1:pos:R:3:forces:R:3
O -1.335 -2.006 -1.348 -0.277 0.023 -0.346
C -1.079 -1.817 -0.173 -0.205 -0.281 0.282
N 0.200 -1.616 0.236 0.376 -0.041 -0.054
C 0.672 -1.302 1.564 -0.029 0.319 0.242
H -0.126 -1.384 2.297 0.004 -0.031 -0.023
C 1.262 0.115 1.580 0.039 -0.227 0.462
N 2.307 0.206 0.583 -0.161 0.015 -0.020
C 3.581 0.456 0.975 0.077 0.226 0.097
O 3.857 0.742 2.125 0.246 0.104 0.093
C 4.642 0.354 -0.062 0.011 -0.894 -0.442
C 4.984 -0.645 -0.938 -0.331 0.535 0.527
C 6.193 -0.240 -1.545 0.288 0.481 0.138
C 6.499 0.967 -0.991 0.302 -0.617 -0.607
O 5.577 1.323 -0.093 -0.219 0.378 0.449
H 7.314 1.643 -1.156 0.053 0.164 0.057
H 6.753 -0.775 -2.285 0.177 -0.052 -0.146
H 4.458 -1.562 -1.115 -0.189 -0.155 0.013
C 1.837 -0.105 -0.746 -0.033 -0.313 -0.352
H 2.646 -0.012 -1.467 -0.125 0.034 0.053
C 1.250 -1.521 -0.758 -0.033 0.237 -0.435
H 0.811 -1.751 -1.730 0.120 0.001 0.131
H 2.033 -2.252 -0.524 0.010 0.020 -0.020
H 1.045 0.607 -1.008 0.048 -0.053 -0.042
H 1.704 0.342 2.552 -0.112 0.004 -0.118
H 0.480 0.847 1.352 0.003 -0.031 0.019
H 1.464 -2.015 1.829 -0.078 0.057 0.059
C -2.173 -1.820 0.879 -0.079 0.076 0.015
C -2.579 -0.403 1.308 0.147 0.003 -0.283
C -2.884 0.503 0.119 -0.158 -0.019 0.387
C -4.065 0.023 -0.739 0.122 -0.029 -0.138
H -3.717 -0.621 -1.544 -0.048 -0.113 0.029
C -4.754 1.294 -1.272 -0.046 0.058 -0.094
H -5.776 1.354 -0.897 -0.039 0.010 -0.050
H -4.801 1.304 -2.360 -0.095 -0.001 -0.021
C -3.930 2.472 -0.738 -0.088 0.069 0.111
H -4.542 3.353 -0.550 0.031 0.083 -0.063
H -3.154 2.742 -1.455 0.034 0.054 -0.018
C -3.284 1.922 0.529 0.174 -0.012 -0.246
H -2.437 2.520 0.863 0.026 0.025 0.105
H -4.018 1.880 1.336 -0.054 -0.010 0.105
H -4.761 -0.551 -0.125 -0.020 -0.104 0.041
H -1.993 0.564 -0.515 0.035 0.043 -0.032
H -1.787 0.056 1.905 0.003 0.004 0.096
H -3.466 -0.476 1.943 0.003 0.042 0.034
H -3.031 -2.306 0.415 0.113 -0.042 0.003
H -1.876 -2.411 1.747 -0.023 -0.041 0.002
```
Positions in Å, forces in eV/Å.

The spin multiplicity is 1. Its total energy is -27141.531 eV. Its relative energy (zero: lowest compared OMol25 entry of this formula, charge and spin) is 40.4 kcal/mol. The HOMO-LUMO gap is 9.7 eV. Its structure (SMILES) is O=C(CCC1CCCC1)N1CCN(C(=O)c2ccco2)CC1. The HOMO energy is -9.00 eV.



The following is a quantum chemistry calculation of C17H24N2O3S in the gas phase at a distorted geometry, from OMol25.

Geometry as XYZ:
```
47
Properties=species:S:1:pos:R:3:forces:R:3
N -3.188 4.270 0.676 -0.120 0.421 0.288
C -2.862 3.346 0.084 -0.287 0.264 0.119
C -2.423 2.223 -0.697 0.372 -0.504 -0.464
H -2.694 1.288 -0.202 -0.056 0.048 -0.087
H -2.938 2.265 -1.660 0.002 -0.066 0.062
C -0.893 2.245 -0.932 -0.147 -0.065 -0.407
N -0.120 1.565 0.068 0.057 -0.925 -0.130
S 0.172 -0.060 -0.153 0.425 0.923 0.061
O 0.011 -0.744 1.091 0.191 0.045 0.228
O -0.593 -0.484 -1.289 -0.015 0.102 -0.330
C 1.946 -0.043 -0.625 -0.796 -0.582 0.058
C 2.136 -1.251 -1.518 0.210 0.061 -0.371
O 1.674 -2.346 -0.765 0.001 -0.331 0.047
C 1.139 -3.427 -1.409 -0.050 -0.267 -0.015
C 1.352 -3.734 -2.747 0.150 0.296 0.093
C 0.779 -4.874 -3.287 -0.066 -0.087 -0.004
C 0.005 -5.712 -2.509 -0.026 -0.099 -0.122
C -0.201 -5.407 -1.171 0.016 0.032 0.013
C 0.360 -4.273 -0.622 0.126 0.223 0.004
H 0.206 -4.004 0.410 -0.037 0.019 0.149
H -0.807 -6.056 -0.556 -0.047 -0.038 0.065
H -0.437 -6.598 -2.939 -0.034 -0.069 -0.034
H 0.948 -5.105 -4.329 0.016 -0.013 -0.072
H 1.966 -3.102 -3.371 0.055 0.070 -0.026
H 3.191 -1.388 -1.801 -0.183 0.091 0.025
H 1.527 -1.121 -2.421 0.137 -0.067 0.070
H 2.516 -0.135 0.293 0.071 0.079 0.130
H 2.152 0.893 -1.133 0.015 0.074 -0.047
C 0.166 2.098 1.392 -0.047 0.122 0.402
C -0.970 1.890 2.398 0.243 -0.225 0.133
C -0.517 2.339 3.784 -0.260 0.208 -0.097
C -0.090 3.803 3.757 0.244 -0.166 0.135
C 1.029 4.013 2.741 -0.262 0.171 -0.055
C 0.572 3.571 1.353 0.237 -0.266 0.004
H 1.373 3.717 0.625 -0.019 0.031 -0.084
H -0.285 4.179 1.056 -0.036 0.065 -0.081
H 1.315 5.066 2.713 0.084 -0.025 0.003
H 1.906 3.433 3.039 0.094 0.011 0.021
H 0.247 4.113 4.748 -0.054 0.069 0.016
H -0.946 4.423 3.482 -0.059 0.074 0.027
H -1.332 2.203 4.497 0.043 -0.077 0.053
H 0.321 1.718 4.110 0.040 -0.069 0.078
H -1.235 0.832 2.409 -0.076 0.053 -0.011
H -1.843 2.472 2.102 -0.020 0.005 0.003
H 1.022 1.507 1.735 0.027 0.199 0.204
H -0.544 3.276 -1.035 -0.013 -0.118 -0.006
H -0.695 1.710 -1.861 -0.148 0.302 -0.048
```
Positions in Å, forces in eV/Å.

The spin multiplicity is 1. Its total energy is -37975.718 eV. Its relative energy (zero: lowest compared OMol25 entry of this formula, charge and spin) is 55.1 kcal/mol. The HOMO-LUMO gap is 9.1 eV. Its structure (SMILES) is N#CCCN(C1CCCCC1)S(=O)(=O)CCOc1ccccc1. The HOMO energy is -8.62 eV.



The following is a quantum chemistry calculation of C17H24N2O5 in the gas phase, from OMol25.

Geometry as XYZ:
```
48
Properties=species:S:1:pos:R:3:forces:R:3
C -0.097 2.152 1.463 0.047 -0.357 0.182
C 0.735 1.094 2.175 0.169 0.604 0.053
H 0.995 1.428 3.186 0.042 -0.094 -0.167
H 1.641 0.858 1.613 -0.091 0.002 0.077
O 0.032 -0.145 2.262 0.009 -0.331 -0.263
C -0.924 -0.241 3.184 -0.292 -0.288 0.361
O -1.175 0.613 3.996 0.026 0.164 0.016
C -1.646 -1.571 3.096 -0.067 0.059 -0.166
H -0.970 -2.343 3.470 -0.008 -0.001 0.059
H -2.515 -1.520 3.753 0.122 0.041 0.052
C -2.054 -1.908 1.663 0.033 0.195 0.022
H -1.165 -1.992 1.037 -0.124 -0.047 0.034
H -2.567 -2.873 1.654 0.028 -0.055 -0.028
C -2.975 -0.834 1.080 0.155 -0.112 0.229
N -3.213 -1.044 -0.331 -0.220 -0.262 0.257
C -2.681 -0.257 -1.284 -0.517 -0.208 -0.566
O -2.071 0.768 -1.051 0.282 0.364 0.053
C -2.902 -0.754 -2.708 0.322 0.003 0.099
C -1.761 -1.718 -3.078 -0.193 -0.104 -0.013
N -0.474 -1.149 -2.759 -0.044 0.117 -0.278
C 0.149 -1.458 -1.591 0.109 0.005 -0.247
O -0.188 -2.412 -0.911 0.056 -0.187 0.135
C 1.306 -0.595 -1.243 0.113 0.242 0.189
C 2.387 -1.168 -0.573 -0.085 0.064 -0.060
C 3.472 -0.404 -0.210 0.101 0.173 0.006
C 3.495 0.966 -0.488 -0.085 -0.114 -0.017
C 2.405 1.548 -1.130 0.333 0.263 0.069
C 1.324 0.769 -1.504 -0.018 -0.320 0.019
H 0.470 1.252 -1.955 -0.119 0.034 -0.030
H 2.382 2.606 -1.335 0.023 0.100 0.008
O 4.606 1.634 -0.080 -0.111 -0.378 0.020
C 4.684 3.020 -0.308 0.010 0.253 -0.044
H 5.645 3.331 0.098 -0.083 0.025 -0.044
H 3.883 3.558 0.208 0.021 -0.021 -0.033
H 4.652 3.255 -1.377 -0.018 -0.011 0.044
H 4.317 -0.836 0.301 0.099 -0.063 0.055
H 2.356 -2.223 -0.347 -0.005 -0.095 0.045
H -0.232 -0.284 -3.215 0.096 -0.080 0.085
H -1.838 -2.641 -2.499 -0.004 0.081 -0.182
H -1.801 -1.957 -4.145 -0.036 -0.044 0.133
H -2.880 0.111 -3.373 -0.067 -0.004 0.099
H -3.863 -1.257 -2.808 -0.051 -0.006 -0.049
H -3.593 -1.940 -0.594 0.024 0.113 -0.133
H -2.515 0.151 1.171 -0.098 -0.029 0.017
H -3.936 -0.824 1.608 0.101 0.087 0.006
H -0.486 1.757 0.527 -0.018 0.021 -0.082
H -0.932 2.452 2.092 -0.057 0.063 0.013
H 0.517 3.023 1.257 0.089 0.139 -0.033
```
Positions in Å, forces in eV/Å.

The spin multiplicity is 1. Its total energy is -31237.753 eV. Its relative energy (zero: lowest compared OMol25 entry of this formula, charge and spin) is 10.9 kcal/mol. The HOMO-LUMO gap is 9.5 eV. Its structure (SMILES) is CCOC(=O)CCCNC(=O)CCNC(=O)c1ccc(OC)cc1. The HOMO energy is -8.73 eV.



The following is a quantum chemistry calculation of C17H24N4O4S2 as an isolated structure at a distorted geometry, from OMol25.

Geometry as XYZ:
```
51
Properties=species:S:1:pos:R:3:forces:R:3
C -1.092 -4.390 2.188 2.503 -5.727 3.362
C -0.516 -3.126 2.362 2.809 2.320 2.008
C -0.850 -2.182 1.335 5.179 3.738 -4.186
C -2.216 -1.737 1.198 1.652 6.443 1.714
N -2.338 -0.744 0.071 7.262 6.090 14.252
C -2.973 -0.832 -0.954 1.931 4.680 -0.558
O -3.488 -1.769 -1.252 -7.291 -13.310 -3.916
C -2.962 0.170 -1.861 0.286 10.347 -3.979
C -4.287 0.314 -2.559 -1.774 1.547 -0.192
C -5.480 0.815 -1.668 2.804 -1.682 4.005
H -5.579 0.049 -0.606 -0.263 1.675 -3.587
H -5.116 1.700 -1.067 -1.024 -0.132 -1.305
H -6.332 0.864 -2.327 -0.591 0.356 0.621
H -4.675 -0.602 -2.921 0.259 -1.215 -0.625
H -4.215 1.005 -3.438 0.086 -0.423 0.772
H -2.769 1.343 -1.310 -0.391 -3.411 -1.607
S -1.727 0.111 -3.257 0.208 0.131 2.079
C -0.299 0.602 -2.230 -10.390 -1.218 3.917
N -0.489 0.752 -0.936 3.662 3.586 2.118
C 0.695 1.307 -0.275 -0.225 -4.034 -4.055
C 2.092 1.115 -0.945 -3.703 4.948 11.151
C 3.040 1.704 0.126 2.046 -3.807 -5.948
C 2.472 1.896 1.306 0.215 2.181 -0.029
C 3.125 2.500 2.525 1.574 -4.594 -6.508
O 2.634 2.310 3.530 -3.250 1.259 7.106
O 4.426 2.443 2.278 2.219 2.619 -0.815
C 5.208 3.010 3.292 -7.743 0.408 6.469
H 6.163 2.906 3.317 6.132 -0.282 -1.549
H 4.810 4.059 3.788 1.086 -2.338 -2.026
H 4.967 2.305 4.251 0.428 1.531 -1.703
S 0.772 1.635 1.371 -0.918 0.422 0.068
C 4.571 1.530 -0.448 -2.840 6.446 1.401
H 5.012 0.963 0.277 1.797 -1.536 1.337
H 4.923 2.667 -0.399 -0.010 -2.380 0.293
H 4.650 1.338 -1.483 -0.517 -1.143 -0.800
C 2.017 0.682 -2.133 6.200 -1.866 -11.736
O 3.176 0.470 -3.039 -5.809 0.807 4.560
N 0.741 0.633 -2.800 12.124 -2.101 -7.036
N 0.870 0.061 -4.178 -2.116 5.220 2.154
H 0.569 -0.827 -4.173 -0.876 -3.988 0.235
H 1.723 0.278 -4.600 1.800 0.273 0.109
H -1.920 0.407 0.550 -1.838 -4.912 -2.802
H -2.454 -1.277 2.242 -0.681 -0.751 -1.986
H -2.721 -2.475 0.855 -4.210 -5.124 -1.247
H -0.029 -1.198 1.585 -2.602 -2.348 -0.969
H -0.502 -2.515 0.238 -0.475 0.390 2.263
H -0.806 -2.627 3.267 0.009 0.045 1.058
H 0.603 -3.137 2.328 -0.794 -0.456 0.497
H -0.677 -5.278 2.998 -1.141 2.633 -1.731
H -0.640 -4.764 1.339 0.066 -1.204 -2.386
H -2.106 -4.464 2.241 -2.868 -0.116 -0.265
```
Positions in Å, forces in eV/Å.

The spin multiplicity is 1. Its total energy is -53824.703 eV. Its relative energy (zero: lowest compared OMol25 entry of this formula, charge and spin) is 371.6 kcal/mol. The HOMO-LUMO gap is 8.1 eV. The HOMO energy is -8.65 eV.



| no. | E_LUMO (eV) |
| --- | --- |
| 1 | 0.5 |
| 2 | 0.8 |
| 3 | 0.5 |
| 4 | 0.7 |
| 5 | -0.6 |